Formula: C4H10N4OS
Source: OMol25
Level of theory: ωB97M-V/def2-TZVPD

Computed properties:
Energy above the lowest of the compared OMol25 structures with the same formula, charge and spin, kJ/mol: 21.8
Max |F|, hartree/bohr: 0.0867
Net charge: +2
E_HOMO (alpha / beta), Eh: -0.579 / -0.578
Molecular weight, Da: 162.218
Multiplicity: 1
LUMO level (alpha / beta), eV: -9.2 / -9.2
Total energy, eV: -23135.168

Positions of all 20 atoms, in Å:
C  2.2563  -0.4449  -0.0055
C  1.5023  0.7505  -0.0961
C  -0.0468  0.7058  0.0685
C  -2.2084  -0.4760  -0.0625
N  -0.8545  -0.3922  -0.2127
N  -2.7141  -1.6847  -0.2986
N  1.9750  -1.5807  0.7077
N  2.0805  1.9324  -0.4487
O  -2.9631  0.5447  0.2545
S  -0.9217  2.1752  0.0695
H  3.2917  -0.3254  -0.4217
H  -0.4851  -1.2248  -0.6178
H  -2.3331  -2.4142  -0.8824
H  -3.5457  -2.0179  0.1503
H  1.2004  -1.7398  1.3221
H  2.8008  -2.0841  1.0320
H  1.7225  2.5852  -1.1423
H  2.9700  2.2073  -0.0265
H  0.1285  3.0146  0.0048
H  -3.8556  0.4688  0.6052

Formula: C27H28Cl3CrIN2OSSeSi
Source: OMol25
Level of theory: ωB97M-V/def2-TZVPD

Computed properties:
Expectation value of S²: 3.81
Energy above the lowest of the compared OMol25 structures with the same formula, charge and spin, kJ/mol: 35.5
Max |F|, hartree/bohr: 0.0246
Net charge: -1
E_HOMO (alpha / beta), Eh: -0.161 / -0.163
Molecular weight, Da: 820.906
Multiplicity: 4
LUMO level (alpha / beta), eV: 2.0 / 1.9
Total energy, eV: -191635.567

Positions of all 66 atoms, in Å:
Cr  0.5132  0.0000  0.0638
Cl  -3.5875  5.4779  -0.3812
C  -2.3215  4.3430  0.0078
C  -1.3194  4.7306  0.8634
C  -0.2725  3.8621  1.1676
I  1.2525  4.3905  2.4956
C  -0.2006  2.5831  0.6170
O  0.7685  1.7544  0.7972
C  -1.3146  2.1628  -0.1808
N  -1.2791  0.8535  -0.5359
C  -2.2424  0.4100  -1.3229
C  -3.2729  1.2240  -1.7917
C  -3.3514  2.5362  -1.4005
C  -2.3608  3.0448  -0.5395
H  -1.3440  5.7236  1.2902
H  -2.2091  -0.6351  -1.6013
H  -4.0090  0.7935  -2.4566
H  -4.1537  3.1741  -1.7440
Cl  -0.0816  -2.0763  -0.8232
C  0.2218  -2.1264  -2.5413
C  -0.0034  -3.3246  -3.1909
C  0.1653  -3.3991  -4.5612
C  0.5592  -2.2671  -5.2602
C  0.8097  -1.0859  -4.5906
Cl  1.3280  0.2822  -5.5121
C  0.6592  -0.9556  -3.1892
S  0.9891  0.5310  -2.3870
H  -0.3081  -4.1926  -2.6199
H  -0.0095  -4.3272  -5.0879
H  0.6730  -2.3016  -6.3354
C  4.2402  -2.2464  2.8372
Si  3.1797  -2.7003  1.3332
C  4.1854  -3.8500  0.2094
C  1.6217  -3.6446  1.8532
Se  2.8271  -0.7476  0.2088
H  4.7775  -3.1059  3.2491
H  3.6218  -1.8093  3.6233
H  4.9666  -1.4938  2.5268
H  4.6247  -4.6669  0.7900
H  4.9897  -3.2888  -0.2692
H  3.5603  -4.2784  -0.5760
H  1.8973  -4.5713  2.3664
H  1.0149  -3.9025  0.9836
H  1.0052  -3.0501  2.5273
C  -3.4887  0.6611  2.2952
N  -3.6198  -0.7872  2.2645
C  -4.8182  -1.1650  1.5477
C  -2.4359  -1.4543  1.7069
C  -1.1958  -1.1775  2.5331
C  -1.2938  -1.5435  3.8808
C  -0.2877  -1.2537  4.7806
C  0.8225  -0.5518  4.3287
C  0.9333  -0.2266  2.9875
C  -0.0430  -0.5520  2.0294
H  -4.3131  1.0847  2.8733
H  -3.5141  1.1086  1.2869
H  -2.5510  0.9409  2.7721
H  -5.6881  -0.7389  2.0520
H  -4.9178  -2.2523  1.5442
H  -4.8197  -0.8106  0.5008
H  -2.2766  -1.1582  0.6677
H  -2.6528  -2.5285  1.7092
H  -2.1956  -2.0470  4.2117
H  -0.3715  -1.5544  5.8187
H  1.6028  -0.2556  5.0217
H  1.8104  0.3281  2.6802

Formula: C5H5NO
Source: OMol25
Level of theory: ωB97M-V/def2-TZVPD

Computed properties:
Energy above the lowest of the compared OMol25 structures with the same formula, charge and spin, kJ/mol: 623.5
Max |F|, hartree/bohr: 0.0092
E_HOMO (alpha / beta), Eh: -0.292 / -0.282
Molecular weight, Da: 95.101
Multiplicity: 1
LUMO level (alpha / beta), eV: -0.5 / -0.3
Total energy, eV: -8796.957

Positions of all 12 atoms, in Å:
O  0.1742  0.6060  -2.0093
C  0.0025  0.4857  -0.6635
C  -1.2446  -0.2931  -0.2265
C  -0.7493  -1.3506  0.6998
N  0.3154  -1.5008  1.2931
C  1.0608  0.5700  0.2570
C  1.1417  -0.2082  1.3323
H  1.1162  0.5069  -2.2082
H  0.2844  1.6055  0.0055
H  -1.9662  0.2967  0.3459
H  -1.7437  -0.6775  -1.1196
H  1.6084  -0.0407  2.2935

Formula: C12H11Cl2N3O5Rh
Source: OMol25
Level of theory: ωB97M-V/def2-TZVPD

Computed properties:
Energy above the lowest of the compared OMol25 structures with the same formula, charge and spin, kJ/mol: 63.6
Max |F|, hartree/bohr: 0.0122
Net charge: +1
E_HOMO (alpha / beta), Eh: -0.439 / -0.439
Molecular weight, Da: 451.048
Multiplicity: 1
LUMO level (alpha / beta), eV: -5.3 / -5.3
Total energy, eV: -55372.363

Positions of all 34 atoms, in Å:
Rh  0.1583  0.6513  -0.3234
Cl  5.9944  -1.1557  3.1907
C  4.7357  -0.8604  2.0524
C  5.0668  -0.5255  0.7361
C  4.0883  -0.2713  -0.1999
Cl  4.5169  0.1402  -1.8109
C  2.7294  -0.3460  0.1470
O  1.8305  -0.1654  -0.8020
C  2.4080  -0.6881  1.4852
C  1.0604  -0.8304  1.9192
O  0.0252  -0.5398  1.2812
C  3.4220  -0.9485  2.4277
H  6.1065  -0.4570  0.4451
H  0.8947  -1.2583  2.9111
H  3.1619  -1.2124  3.4444
C  -4.5926  -2.3521  -1.1340
C  -3.7546  -1.1306  -0.9897
C  -4.0896  0.2080  -0.9324
C  -2.8854  0.9077  -0.8097
N  -1.8705  0.0430  -0.7851
N  -2.4152  -1.1875  -0.8899
C  -2.6465  2.3785  -0.7211
H  -5.6374  -2.0717  -1.2358
H  -4.4960  -2.9984  -0.2614
H  -4.3051  -2.9220  -2.0177
H  -5.0801  0.6259  -0.9776
H  -1.8273  -2.0034  -0.9181
H  -3.5917  2.9125  -0.6633
H  -2.1097  2.7385  -1.6004
H  -2.0735  2.6377  0.1731
O  1.3207  2.0880  0.3373
N  1.3337  2.7331  -0.8179
O  1.9319  3.7225  -0.9877
O  0.5898  2.1377  -1.6726

Formula: C6H7NO2
Source: OMol25
Level of theory: ωB97M-V/def2-TZVPD

Computed properties:
Energy above the lowest of the compared OMol25 structures with the same formula, charge and spin, kJ/mol: 522.3
Max |F|, hartree/bohr: 0.0620
E_HOMO (alpha / beta), Eh: -0.279 / -0.279
Molecular weight, Da: 125.127
Multiplicity: 1
LUMO level (alpha / beta), eV: -0.1 / -0.1
Total energy, eV: -11915.018

Positions of all 16 atoms, in Å:
C  -1.5215  -0.3765  0.0574
C  -1.1411  -1.4210  0.8929
C  -0.7372  0.4675  -0.8015
C  0.8069  0.2744  -0.9462
C  1.3450  1.3539  -0.0218
C  -0.0159  -1.4520  1.6924
N  -1.3099  1.3202  -1.5264
O  1.8222  1.0587  1.0541
O  1.1811  -1.7975  1.4711
H  -2.6099  -0.1229  -0.1551
H  -1.8986  -1.9399  1.4330
H  0.9671  -0.7664  -0.8329
H  0.9964  0.3514  -1.9877
H  1.4031  2.4202  -0.2490
H  -0.9598  1.9187  -2.2228
H  1.6720  -1.2889  2.1425